{
  "formula": "C34H73InN4O4PS2",
  "method": "wB97M-V/def2-TZVPD",
  "largest_force_ev_per_a": 2.969,
  "molar_mass_g_mol": 811.91,
  "total_charge": -1,
  "homo_lumo_gap_ev": 5.5,
  "total_energy_ev": -86723.82248,
  "species": ["C", "C", "C", "C", "C", "C", "C", "C", "N", "C", "C", "C", "C", "C", "C", "C", "C", "C", "S", "S", "C", "C", "C", "In", "C", "C", "C", "O", "P", "C", "C", "H", "H", "H", "H", "H", "H", "H", "H", "H", "H", "H", "H", "H", "H", "H", "H", "H", "H", "H", "H", "H", "H", "H", "H", "H", "H", "H", "H", "H", "H", "H", "H", "H", "H", "H", "H", "H", "H", "H", "H", "H", "H", "H", "H", "H", "H", "H", "H", "H", "H", "H", "H", "C", "C", "O", "N", "C", "H", "H", "H", "H", "H", "H", "H", "C", "C", "O", "N", "C", "H", "H", "H", "H", "H", "H", "H", "C", "C", "O", "N", "C", "H", "H", "H", "H", "H", "H", "H"],
  "xyz": [[6.1662, -1.9313, 1.8642], [7.6212, -1.5096, 1.5508], [8.1884, -2.3794, 0.4349], [8.1798, -1.7349, -0.9568], [7.3580, -2.4789, -2.0145], [5.8720, -2.1460, -2.0989], [5.6053, -0.7389, -2.6338], [5.4263, 0.4007, -1.6063], [4.1621, 1.1176, -1.8365], [4.2249, 2.5427, -1.4356], [4.7419, 2.8225, -0.0160], [4.2682, 4.2035, 0.4352], [2.8234, 4.3802, 0.9596], [2.1749, 3.2903, 1.8014], [2.9225, 2.9474, 3.0767], [1.9400, 2.5922, 4.2191], [1.5580, 1.1190, 4.1348], [3.0084, 0.4895, -1.4126], [2.9113, -0.8070, -0.4254], [1.5774, 1.2406, -2.0795], [0.1740, 0.3675, -1.3666], [-0.0755, 0.6543, 0.1295], [-1.5484, 0.7676, 0.4729], [-2.7672, -0.9846, -0.2758], [-4.9412, -0.4894, -0.0544], [-5.0742, 0.9651, -0.0018], [-5.4171, 1.6024, -1.3150], [-6.3508, 1.4483, -0.1374], [-2.3261, -3.0586, 1.1418], [-1.4353, -2.6165, 2.7219], [-1.1528, -4.1098, 0.1175], [5.5490, -1.0568, 1.9768], [6.1238, -2.5410, 2.7584], [5.7897, -2.5378, 1.0526], [7.6427, -0.4629, 1.2741], [8.1753, -1.6687, 2.4671], [7.7212, -3.3558, 0.4374], [9.2318, -2.5576, 0.6861], [9.2045, -1.7233, -1.3170], [7.8784, -0.6952, -0.8920], [7.8512, -2.3193, -2.9708], [7.4669, -3.5389, -1.7992], [5.4468, -2.8481, -2.8126], [5.3609, -2.3370, -1.1636], [4.7446, -0.6976, -3.2887], [6.4650, -0.5055, -3.2573], [5.6107, 0.0847, -0.5844], [6.1951, 1.1351, -1.8307], [4.9371, 2.9898, -2.1258], [3.2899, 3.0575, -1.5963], [4.5397, 2.0055, 0.6625], [5.8247, 2.8835, -0.0836], [4.9935, 4.6524, 1.1012], [4.3109, 4.8108, -0.4690], [2.8503, 5.2559, 1.6092], [2.1801, 4.6645, 0.1352], [1.1645, 3.6057, 2.0438], [2.0760, 2.4071, 1.1776], [3.5629, 2.0812, 2.9439], [3.5781, 3.7592, 3.3854], [2.4864, 2.7447, 5.1441], [1.0689, 3.2282, 4.1212], [1.5103, 0.7729, 3.1081], [2.3230, 0.5465, 4.6396], [0.6202, 0.8965, 4.6327], [0.3443, -0.6906, -1.5061], [-0.7199, 0.6477, -1.9056], [0.5054, 1.5308, 0.4191], [0.3532, -0.1741, 0.6789], [-1.6333, 0.7510, 1.5583], [-1.9831, 1.7128, 0.1481], [-2.3642, -1.3217, -1.9650], [-5.3849, -0.8562, 0.8673], [-5.4837, -0.7852, -0.9450], [-4.3943, 1.5078, 0.6204], [-5.8702, 0.9488, -2.0375], [-5.5383, 2.6707, -1.3750], [-2.1283, -2.0167, 3.2974], [-0.5562, -2.0082, 2.5221], [-1.1844, -3.5062, 3.2867], [-0.6972, -4.8560, 0.7586], [-0.4111, -3.4376, -0.3031], [-1.6849, -4.5826, -0.6961], [-3.1474, -0.0633, -6.2096], [-3.7648, 0.5627, -4.9780], [-3.9182, -0.0561, -3.9467], [-4.1480, 1.8750, -5.0643], [-4.0431, 2.7692, -6.1985], [-2.8984, -1.0944, -5.9804], [-3.8507, -0.0475, -7.0441], [-2.2349, 0.4632, -6.4929], [-4.5477, 2.2297, -4.2095], [-3.4267, 3.6319, -5.9358], [-5.0354, 3.1287, -6.4815], [-3.5969, 2.2671, -7.0501], [-9.9015, 4.1960, -1.3696], [-10.1686, 4.7856, -0.0035], [-11.2365, 5.3138, 0.2767], [-9.1712, 4.7057, 0.9094], [-7.8480, 4.1172, 0.7486], [-10.7853, 4.3346, -1.9846], [-9.0592, 4.6982, -1.8463], [-9.6895, 3.1292, -1.2922], [-9.4087, 5.1131, 1.7997], [-7.7181, 3.3169, 1.4742], [-7.0899, 4.8820, 0.9293], [-7.7087, 3.7076, -0.2432], [-3.4593, -7.8842, 2.4001], [-2.2769, -6.9606, 2.5840], [-1.4874, -6.7333, 1.6866], [-2.1229, -6.3753, 3.8033], [-2.9557, -6.5145, 4.9789], [-3.4443, -8.2640, 1.3836], [-3.4013, -8.7266, 3.0917], [-4.3934, -7.3444, 2.5586], [-1.3205, -5.7681, 3.8562], [-3.3516, -5.5385, 5.2665], [-2.3631, -6.9062, 5.8092], [-3.7852, -7.1876, 4.7917]]
}